93
Properties=species:S:1:pos:R:3 method="wB97M-V/def2-TZVPD" total_charge=+1 orbital_gap_ev=7.2242 homo_ev=-10.270 e_lumo_ev=-3.046 multiplicity=1 energy_ev=-188901.9362 molar_mass_da=828.913
Sc -0.0517 0.3422 -0.0679
C -2.7620 1.1873 3.6935
C -1.9299 0.5976 2.5872
N -0.8864 1.1474 2.0438
N -0.4326 2.2624 2.6571
C 0.7455 2.6850 2.2345
N 1.2272 3.7589 2.9309
S 1.6959 1.9280 1.0294
C -2.1908 -0.7650 2.0901
C -3.0354 -1.6484 2.7715
C -3.1238 -2.9603 2.3573
C -2.3704 -3.3813 1.2933
C -1.6046 -2.4460 0.6317
N -1.5299 -1.1613 0.9773
H -2.6673 2.2723 3.7149
H -3.8050 0.9369 3.5028
H -2.4925 0.7731 4.6483
H 0.5771 4.1806 3.5446
H 2.0506 4.2426 2.6428
H -3.6074 -1.2910 3.6050
H -3.7730 -3.6223 2.9081
H -2.4203 -4.3877 0.9235
H -1.0637 -2.7317 -0.2422
Cl 0.0483 -2.0725 -2.3717
C 1.5153 -3.0774 -2.4357
Cl 2.8119 -2.1012 -3.0115
H 1.3059 -3.8436 -3.1518
H 1.6739 -3.4721 -1.4329
C -4.4139 0.7972 -0.4841
Si -3.1022 0.5380 -1.8431
C -3.1182 -1.3259 -2.1590
C -3.8884 1.1820 -3.4429
C -1.4230 1.3883 -1.5198
Si -1.7908 3.2247 -1.0698
C -2.5893 3.5370 0.6057
C -0.2075 4.3053 -1.0412
C -3.0932 4.0772 -2.1587
Si -0.5445 1.5358 -3.1827
C -0.7583 0.2134 -4.5143
C -0.7440 3.1178 -4.1946
C 1.3428 1.4525 -2.7434
C 2.2934 2.0944 -3.5481
C 3.6409 2.0210 -3.2380
C 4.0442 1.2315 -2.1683
C 3.0499 0.6386 -1.4107
N 1.7426 0.7690 -1.6734
H -5.2802 0.1536 -0.6518
H -4.7762 1.8251 -0.4832
H -4.0248 0.5858 0.5208
H -4.1621 -1.5246 -2.4251
H -2.8097 -2.0116 -1.3870
H -2.5580 -1.5815 -3.0680
H -4.6305 0.4505 -3.7912
H -3.1355 1.3548 -4.2500
H -4.4257 2.1301 -3.2149
H -1.8540 3.8307 1.3537
H -3.1489 2.6812 0.9991
H -3.3226 4.3815 0.4935
H 0.2280 4.3219 -0.0370
H -0.4570 5.3311 -1.3624
H 0.5743 3.9265 -1.7064
H -4.1175 3.8581 -1.8399
H -3.0494 3.8507 -3.2289
H -3.0310 5.1615 -2.0551
H -1.6279 -0.4230 -4.4131
H 0.1338 -0.4454 -4.5005
H -0.8218 0.6470 -5.5187
H -1.7286 3.0746 -4.6712
H 0.0293 3.0899 -4.9882
H -0.6641 4.0976 -3.7051
H 2.0080 2.7202 -4.3738
H 4.3894 2.5352 -3.8454
H 5.0776 1.1538 -1.8727
H 3.3057 0.1001 -0.4892
C 1.6239 -4.1737 3.5464
N 2.8631 -3.6187 3.0526
C 3.0400 -2.7913 1.9823
Se 1.7448 -2.1785 0.8317
N 4.3606 -2.5429 1.8932
C 5.0556 -3.2664 2.8523
C 6.4119 -3.4593 3.0835
C 6.7564 -4.3589 4.0888
C 5.7774 -5.0017 4.8471
C 4.4339 -4.8145 4.6148
C 4.0924 -3.9341 3.5954
H 0.8000 -3.7753 2.9414
H 1.4877 -3.8920 4.5737
H 1.6288 -5.2594 3.4546
H 4.7443 -1.9731 1.1783
H 7.1486 -2.8880 2.5325
H 7.8072 -4.5062 4.2918
H 6.0832 -5.6831 5.6395
H 3.6746 -5.3088 5.2244

=====

87
Properties=species:S:1:pos:R:3 method="wB97M-V/def2-TZVPD" smiles="CCCNc1c(CCCCO)ccc2c1Nc1cccc(Cl)c1S2.CC(C)=O.CC(C)=O.CC(C)=O.CC(C)=O" total_charge=0 orbital_gap_ev=7.6683 homo_ev=-7.608 e_lumo_ev=0.061 multiplicity=1 energy_ev=-69464.9342 molar_mass_da=595.246
C 0.0174 0.2702 5.4613
C 1.5510 0.7043 4.9843
C 1.5462 0.9077 3.3483
N 1.0261 2.2523 2.8898
C 0.1508 2.1597 1.6600
C 0.9222 1.8749 0.2039
C 2.5808 1.6575 0.1790
C 3.1842 1.4666 -1.3354
C 2.9053 0.0006 -2.0131
C 4.1948 -0.6115 -2.8585
O 3.9780 -0.3369 -4.3159
C 0.0294 1.8101 -1.2039
C -1.6227 1.9972 -1.2346
C -2.3501 2.2447 0.2139
C -1.5049 2.3197 1.6554
N -2.2068 2.5314 2.9774
C -3.3858 1.5783 3.1659
C -3.5733 0.6738 4.5270
C -4.8945 -0.3424 4.6582
C -6.0674 -0.4711 3.5013
C -5.8782 0.4246 2.1383
Cl -7.0743 0.3931 0.6743
C -4.5635 1.3953 1.9920
S -4.2417 2.4292 0.4166
H -0.4850 1.2574 5.8939
H -0.5923 -0.0738 4.5185
H 0.0611 -0.6043 6.2441
H 2.2515 -0.2226 5.2592
H 1.8878 1.6492 5.5907
H 0.8827 0.0739 2.8238
H 2.6802 0.8455 2.9940
H 0.5942 2.8089 3.6597
H 2.7468 0.6246 0.7540
H 3.1325 2.5479 0.7492
H 4.3578 1.6460 -1.2609
H 2.6932 2.3245 -1.9981
H 2.0165 0.0568 -2.8083
H 2.5952 -0.7788 -1.1924
H 4.1974 -1.7756 -2.6938
H 5.2221 -0.1303 -2.5717
H 3.1077 -0.7811 -4.6103
H 0.5345 1.6081 -2.2644
H -2.2776 1.9276 -2.2042
H -1.5607 2.5078 3.7960
H -2.7759 0.6972 5.4136
H -4.9388 -0.9776 5.6574
H -7.0159 -1.1583 3.6053
C 3.5192 0.5669 -8.7308
C 3.4460 -0.8716 -8.2937
O 2.4424 -1.5518 -8.5013
C 4.6481 -1.4459 -7.5928
H 2.5809 0.8450 -9.2224
H 3.6629 1.2127 -7.8608
H 4.3388 0.6980 -9.4416
H 4.8421 -0.8898 -6.6721
H 5.5180 -1.4045 -8.2531
H 4.4527 -2.4924 -7.3356
C -0.8867 -5.8098 -7.2131
C 0.4334 -5.1198 -6.9962
O 1.1048 -5.3285 -5.9870
C 0.9005 -4.1647 -8.0619
H -1.0955 -6.4689 -6.3638
H -1.6862 -5.0681 -7.2851
H -0.8451 -6.4140 -8.1228
H 0.1807 -3.3497 -8.1717
H 1.0217 -4.6957 -9.0094
H 1.8678 -3.7413 -7.7711
C -5.2198 -5.0237 4.6919
C -4.7790 -4.3384 5.9575
O -5.2678 -3.2648 6.3059
C -3.7173 -5.0174 6.7807
H -5.9902 -4.4193 4.2014
H -4.3712 -5.1283 4.0111
H -5.6416 -6.0039 4.9277
H -2.8017 -5.1217 6.1930
H -4.0722 -5.9974 7.1095
H -3.4989 -4.4089 7.6647
C -0.1134 5.8045 3.0810
C 1.2468 5.9723 3.7034
O 1.5672 5.3504 4.7151
C 2.2000 6.9301 3.0401
H -0.6936 5.0830 3.6659
H -0.6425 6.7609 3.0810
H -0.0111 5.4262 2.0608
H 1.7741 7.9366 3.0384
H 2.4054 6.6019 2.0181
H 3.1422 6.9493 3.5981

=====

109
Properties=species:S:1:pos:R:3 method="wB97M-V/def2-TZVPD" total_charge=-1 orbital_gap_ev=7.1741 homo_ev=-5.580 e_lumo_ev=1.594 multiplicity=1 energy_ev=-114071.8905 molar_mass_da=948.829
C 2.1062 -0.2340 1.6356
C 2.6993 -0.0028 0.2794
O 2.6196 -0.8357 -0.6001
O 3.2886 1.1763 -0.0042
C 3.8964 1.9204 1.0670
C 3.3747 3.3530 1.0539
C 2.0449 3.5052 1.8074
C 0.8250 3.0648 0.9798
C -0.2646 4.1273 0.8388
C -0.8476 4.6027 2.1663
S -1.7908 3.3709 3.0364
O -0.8730 2.2845 3.3319
O -2.3459 4.0410 4.1931
N -2.8399 2.9790 1.9060
S -4.2704 2.4312 2.3547
O -5.2367 3.4856 2.5511
O -4.2257 1.3851 3.3473
C -4.7115 1.6527 0.7964
C -5.7786 0.5727 0.9241
F -6.6891 0.8143 1.9481
H 1.4029 -1.0507 1.5409
H 1.6519 0.6463 2.0807
H 2.8768 -0.5658 2.3295
H 4.9697 1.9656 0.8655
H 3.7810 1.4618 2.0405
H 4.1318 4.0281 1.4536
H 3.2505 3.6215 0.0016
H 1.9532 4.5393 2.1359
H 2.1064 2.8735 2.6951
H 0.3717 2.1775 1.4105
H 1.1558 2.8010 -0.0270
H -1.0593 3.7703 0.1870
H 0.1809 4.9964 0.3407
H -0.0665 4.8930 2.8681
H -1.4812 5.4763 2.0305
H -3.8160 1.2153 0.3641
H -5.0672 2.4356 0.1312
H -5.3396 -0.4117 1.0781
H -6.3657 0.5345 0.0048
C 4.3527 0.5567 -4.3016
C 4.5352 0.6166 -2.7997
O 5.7977 1.3034 -2.6825
C 5.9955 2.0294 -3.8025
O 6.8632 2.8299 -3.9478
O 5.0769 1.7153 -4.7444
H 3.3155 0.6148 -4.6094
H 4.8160 -0.3296 -4.7454
H 3.7651 1.1989 -2.3071
H 4.5884 -0.3591 -2.3280
C 6.2292 -2.3639 1.1213
C 7.4354 -2.0722 1.9943
O 7.0679 -0.8315 2.6156
C 5.7189 -0.7384 2.5989
O 5.0808 0.0893 3.1684
O 5.1800 -1.7083 1.8394
H 6.0078 -3.4224 1.0202
H 6.3082 -1.9125 0.1312
H 7.5773 -2.8224 2.7734
H 8.3588 -1.9517 1.4351
C 0.8125 -3.0867 -6.3222
C 1.7667 -2.2467 -7.1493
O 1.6490 -0.9625 -6.5332
C 1.2183 -1.1358 -5.2577
O 1.1825 -0.2818 -4.4378
O 0.8427 -2.4220 -5.0573
H 1.1293 -4.1201 -6.2105
H -0.2079 -3.0608 -6.7084
H 2.8011 -2.5846 -7.0636
H 1.4941 -2.1857 -8.1993
C -10.3549 -2.1644 0.2562
C -9.3269 -1.5059 1.1539
O -8.1383 -1.6012 0.3630
C -8.4847 -1.7063 -0.9290
O -7.7298 -1.6368 -1.8460
O -9.8257 -1.9087 -1.0528
H -11.3487 -1.7350 0.3485
H -10.4115 -3.2442 0.4044
H -9.5357 -0.4522 1.3403
H -9.1867 -2.0158 2.1022
C 7.3800 2.1052 4.4472
C 7.6022 2.0764 5.9452
O 8.8437 2.7775 6.0833
C 9.0002 3.5828 5.0032
O 9.8447 4.4106 4.8996
O 8.0652 3.3084 4.0676
H 6.3319 2.1540 4.1702
H 7.8444 1.2606 3.9395
H 6.8294 2.6181 6.4927
H 7.6904 1.0717 6.3496
C 0.1106 -3.5777 1.4099
C -0.5653 -4.7613 2.0722
O 0.5160 -5.6929 2.2055
C 1.6783 -4.9965 2.2076
O 2.7416 -5.4609 2.4648
O 1.4600 -3.7081 1.8739
H -0.3017 -2.6189 1.7121
H 0.1088 -3.6430 0.3211
H -0.9460 -4.5217 3.0661
H -1.3631 -5.1946 1.4755
C -9.7898 -1.6469 -4.1859
C -10.0632 -3.1188 -4.4000
O -10.7872 -3.1213 -5.6372
C -10.4699 -1.9907 -6.3167
O -10.7762 -1.7786 -7.4446
O -9.7608 -1.1498 -5.5348
H -8.8524 -1.4587 -3.6776
H -10.5973 -1.1493 -3.6466
H -9.1463 -3.6970 -4.5271
H -10.6619 -3.5655 -3.6112